This record from the OMol25 dataset describes a structure of composition C38H31GeN3O8PbS5. The level of theory is the ωB97M-V functional and the def2-TZVPD basis.

Charge: -2
Orbital gap in Eh: 0.2213
Energy relative to the best compared isomer or geometry (same formula, charge and spin) in eV: 0.000

XYZ file:
```
87
C38H31GeN3O8PbS5 | the OMol25 dataset | the ωB97M-V functional and the def2-TZVPD basis
Pb -0.464 1.177 1.297
O 0.334 3.734 2.285
C 1.318 4.391 2.000
C 2.692 3.937 1.880
C 3.640 4.915 1.624
C 4.986 4.612 1.539
C 5.421 3.277 1.719
C 4.521 2.294 1.966
C 3.089 2.541 2.052
O 2.288 1.614 2.242
N 5.934 5.642 1.284
O 7.128 5.346 1.248
O 5.534 6.791 1.111
H 1.197 5.478 1.800
H 3.328 5.943 1.489
H 6.480 3.067 1.653
H 4.835 1.266 2.099
S -7.814 2.864 0.153
C -6.207 2.531 0.424
S -5.643 1.377 1.564
C -3.920 1.550 1.296
C -3.569 2.457 0.352
S -1.977 2.886 -0.192
S -4.912 3.292 -0.404
S -2.877 0.528 2.253
O -1.032 -3.965 7.373
C -1.684 -2.742 7.092
N -1.170 -1.633 7.845
C -0.329 -0.649 7.396
O -0.047 0.302 8.094
C 0.231 -0.855 6.021
C 1.271 -1.753 5.810
C 1.758 -1.926 4.527
C 1.176 -1.210 3.488
N 0.177 -0.358 3.693
C -0.272 -0.166 4.925
H -0.122 -3.885 7.066
H -2.729 -2.902 7.358
H -1.624 -2.502 6.029
H -1.468 -1.520 8.803
H 1.705 -2.291 6.646
H 2.576 -2.604 4.324
H 1.509 -1.325 2.460
H -1.087 0.541 5.036
O 1.741 -1.554 0.399
C 1.150 -0.852 -0.424
O -0.113 -0.656 -0.507
C 1.961 -0.074 -1.457
C 1.060 0.634 -2.456
Ge -0.306 -0.594 -3.171
C -2.206 -0.323 -2.776
C -3.051 0.211 -3.748
C -4.405 0.392 -3.500
C -4.940 0.028 -2.275
C -4.112 -0.506 -1.298
C -2.758 -0.671 -1.542
C -0.211 -0.478 -5.169
C -0.944 -1.394 -5.927
C -0.883 -1.411 -7.311
C -0.073 -0.504 -7.981
C 0.666 0.413 -7.253
C 0.594 0.420 -5.864
C 0.155 -2.493 -2.941
C 1.391 -2.959 -3.381
C 1.742 -4.295 -3.262
C 0.848 -5.197 -2.705
C -0.391 -4.752 -2.271
C -0.731 -3.411 -2.385
H 2.667 -0.750 -1.943
H 2.564 0.638 -0.883
H 1.632 1.080 -3.270
H 0.519 1.445 -1.963
H -2.649 0.511 -4.708
H -5.038 0.830 -4.262
H -5.992 0.183 -2.070
H -4.516 -0.769 -0.328
H -2.117 -1.053 -0.758
H -1.574 -2.117 -5.419
H -1.465 -2.134 -7.870
H -0.019 -0.513 -9.063
H 1.302 1.126 -7.764
H 1.179 1.153 -5.322
H 2.095 -2.269 -3.834
H 2.714 -4.632 -3.601
H 1.120 -6.241 -2.601
H -1.093 -5.448 -1.829
H -1.698 -3.078 -2.030
```

Just the Mulliken charges please, in e? Sure, here they are: 1.267, -0.525, -0.482, 0.901, -0.251, -0.342, -0.297, -0.680, -0.166, -0.176, 0.986, -0.682, -0.679, 0.186, 0.423, 0.447, 0.392, -0.340, 0.081, -0.137, -0.137, 0.212, -0.412, -0.124, -0.499, -0.568, -0.469, -0.100, 0.078, -0.651, -0.170, 0.033, -1.256, -0.110, 0.182, -0.396, 0.346, 0.336, 0.379, 0.252, 0.694, 0.471, 0.433, 0.457, -0.907, 0.790, -0.528, -0.704, -0.676, 1.334, -0.135, -0.062, -0.853, -0.418, -1.238, 0.166, -0.388, 0.052, -0.770, -0.399, -0.608, -0.565, 0.033, -0.117, -0.740, -0.402, -0.676, -0.093, 0.266, 0.311, 0.493, 0.305, 0.319, 0.369, 0.400, 0.482, 0.623, 0.393, 0.377, 0.345, 0.391, 0.221, 0.321, 0.371, 0.345, 0.389, 0.274

This record from the OMol25 dataset describes a structure of composition C38H31I2N5O4Pb. The level of theory is the ωB97M-V functional and the def2-TZVPD basis.

Orbital gap in Eh: 0.2425
Energy relative to the best compared isomer or geometry (same formula, charge and spin) in eV: 0.000

XYZ file:
```
81
C38H31I2N5O4Pb | the OMol25 dataset | the ωB97M-V functional and the def2-TZVPD basis
Pb 15.847 12.461 12.644
C 13.187 17.877 10.702
O 14.404 17.356 10.244
C 15.445 18.142 9.942
C 15.368 19.569 9.783
C 16.507 20.315 9.765
C 17.772 19.735 9.888
C 17.842 18.365 9.841
C 16.714 17.535 9.920
N 16.862 16.150 9.909
C 16.502 15.341 10.991
N 16.636 15.945 12.175
C 16.274 15.523 13.451
C 15.972 14.283 14.001
C 15.512 14.180 15.287
C 15.345 15.291 16.129
C 15.719 16.550 15.638
C 16.271 16.581 14.328
O 16.782 17.723 13.776
C 16.968 18.795 14.719
N 16.168 14.087 10.841
C 16.090 13.437 9.603
C 17.118 12.566 9.089
C 17.037 11.923 7.832
C 15.804 11.920 7.139
C 14.771 12.705 7.699
C 14.863 13.454 8.842
O 13.877 14.284 9.336
C 12.711 14.582 8.509
H 12.502 17.071 11.005
H 12.691 18.522 9.998
H 13.356 18.524 11.624
H 14.385 20.057 9.789
H 16.466 21.430 9.694
H 18.618 20.323 10.184
H 18.804 17.854 9.793
H 16.856 15.679 9.024
H 17.013 16.891 12.121
H 15.249 13.182 15.635
H 14.931 15.236 17.143
H 15.505 17.501 16.217
H 17.736 19.482 14.348
H 17.347 18.349 15.634
H 15.997 19.313 14.903
H 18.050 12.560 9.700
H 17.828 11.317 7.479
H 15.725 11.473 6.198
H 13.857 12.869 7.160
H 12.064 15.026 9.283
H 12.336 13.648 8.093
H 12.988 15.286 7.783
I 10.842 14.406 12.876
C 11.268 12.420 12.754
C 10.288 11.465 12.884
C 10.519 10.175 12.338
I 8.850 8.891 12.446
C 11.804 9.805 11.816
C 12.089 8.627 11.146
C 13.363 8.408 10.659
C 14.398 9.279 11.105
N 14.203 10.477 11.651
C 12.912 10.806 12.045
C 12.644 12.154 12.454
O 13.625 13.035 12.505
H 9.397 11.712 13.426
H 11.301 7.930 10.875
H 13.533 7.561 9.997
H 15.400 9.063 10.916
N 18.692 12.291 12.388
C 19.808 12.046 12.167
C 21.168 11.696 11.859
C 21.782 10.689 12.579
C 23.042 10.201 12.204
C 23.687 10.766 11.119
C 23.077 11.748 10.361
C 21.857 12.228 10.670
H 21.234 10.341 13.481
H 23.472 9.357 12.805
H 24.684 10.359 10.721
H 23.502 12.062 9.428
H 21.451 12.941 9.947
```

Just the Mulliken charges please, in e? Sure, here they are: 1.118, -0.819, 0.007, 1.182, -0.950, -0.257, -0.863, -0.102, -0.730, 0.153, -0.187, 0.215, 0.186, -0.324, -0.662, -0.871, -0.432, 0.600, -0.437, -1.056, 0.919, -0.285, -0.699, -0.798, -0.939, -0.573, 0.787, 0.213, -1.152, 0.066, 0.358, 0.361, 0.341, 0.324, 0.385, 0.410, 0.364, 0.304, 0.339, 0.347, 0.335, 0.260, 0.474, 0.316, 0.235, 0.446, 0.512, 0.356, 0.198, 0.477, 0.368, 0.011, -0.558, -0.398, -0.406, 0.011, 0.849, -0.535, -0.821, -0.447, -0.148, 0.450, 0.032, -0.466, 0.457, 0.254, 0.380, 0.530, -0.368, 0.069, 0.434, -0.285, -0.530, -0.259, -0.413, -0.389, 0.395, 0.322, 0.271, 0.373, 0.371

This record from the OMol25 dataset describes a cluster of 6 separate species, C38H31I2O27P in total. The level of theory is the ωB97M-V functional and the def2-TZVPD basis.

Orbital gap in Eh: 0.2612
Energy relative to the best compared isomer or geometry (same formula, charge and spin) in eV: 4.259
SMILES: CC[C@H](I)[C@]1(CC(=O)I)OC(=O)O[C@@H]1P(=O)(O)O.O=C1C=C(O)C(=O)C=C1O.O=C1C=C(O)C(=O)C=C1O.O=C1C=C(O)C(=O)C=C1O.O=C1C=C(O)C(=O)C=C1O.O=C1C=C(O)C(=O)C=C1O

XYZ file:
```
99
C38H31I2O27P | the OMol25 dataset | the ωB97M-V functional and the def2-TZVPD basis
C -0.427 -5.073 -5.034
C 1.051 -4.786 -5.596
C 1.539 -3.255 -5.434
I 3.197 -2.966 -6.810
C 1.798 -2.792 -3.919
C 3.127 -1.983 -3.512
C 4.206 -3.012 -2.874
O 4.297 -3.056 -1.614
I 5.516 -4.321 -4.001
O 1.980 -4.054 -3.164
C 1.059 -4.226 -2.095
O 1.320 -4.967 -1.133
O -0.087 -3.423 -2.386
C 0.532 -2.265 -3.043
P -0.659 -1.028 -3.891
O -1.555 -1.672 -4.952
O 0.231 0.269 -4.563
O -1.716 -0.493 -2.639
H -1.084 -5.581 -5.830
H -0.988 -4.152 -4.663
H -0.362 -5.810 -4.153
H 0.999 -4.968 -6.738
H 1.832 -5.550 -5.220
H 0.666 -2.610 -5.835
H 2.852 -1.279 -2.635
H 3.561 -1.312 -4.324
H 0.820 -1.642 -2.106
H 0.700 0.677 -3.790
H -2.641 -0.754 -2.886
C -1.163 3.105 0.709
C -0.665 2.227 -0.164
C 0.254 1.134 0.271
O 0.681 0.334 -0.549
C 0.619 1.067 1.689
C 0.122 1.948 2.561
C -0.817 3.022 2.131
O -1.265 3.797 2.958
O 0.454 1.898 3.879
O -0.979 2.295 -1.486
H -1.832 3.900 0.408
H 1.299 0.282 1.989
H -0.033 2.635 4.298
H -0.501 1.555 -1.904
C -2.297 -3.101 2.634
C -2.075 -2.913 3.937
C -0.730 -3.140 4.538
O -0.561 -2.940 5.729
C 0.346 -3.606 3.658
C 0.125 -3.798 2.355
C -1.214 -3.544 1.749
O -1.377 -3.712 0.553
O 1.113 -4.232 1.528
O -3.071 -2.504 4.772
H -3.268 -2.938 2.186
H 1.313 -3.784 4.110
H 0.704 -4.291 0.638
H -2.659 -2.441 5.656
C 2.498 -8.148 -1.068
C 2.234 -8.705 0.116
C 1.912 -10.156 0.236
O 1.694 -10.636 1.336
C 1.865 -10.955 -0.993
C 2.126 -10.396 -2.177
C 2.475 -8.951 -2.294
O 2.726 -8.479 -3.391
O 2.084 -11.124 -3.327
O 2.249 -7.971 1.262
H 2.736 -7.097 -1.169
H 1.613 -12.002 -0.894
H 2.311 -10.496 -4.040
H 2.029 -8.601 1.976
C -4.532 7.032 5.289
C -4.579 8.336 5.572
C -3.443 9.244 5.242
O -3.529 10.433 5.498
C -2.252 8.658 4.619
C -2.204 7.352 4.340
C -3.350 6.451 4.645
O -3.274 5.270 4.357
O -1.107 6.791 3.764
O -5.668 8.891 6.172
H -5.350 6.363 5.521
H -1.428 9.324 4.401
H -1.322 5.839 3.665
H -5.457 9.840 6.266
C 1.155 10.179 0.091
C 0.501 10.086 -1.069
C -0.524 9.027 -1.301
O -1.115 8.984 -2.366
C -0.775 8.067 -0.223
C -0.118 8.157 0.937
C 0.886 9.233 1.178
O 1.454 9.297 2.256
O -0.339 7.270 1.949
O 0.741 10.956 -2.088
H 1.898 10.944 0.273
H -1.507 7.293 -0.410
H 0.253 7.550 2.671
H 0.144 10.680 -2.811
```

Just the Mulliken charges please, in e? Sure, here they are: -0.710, -0.524, -0.576, 0.086, 1.134, -0.670, 0.190, -0.478, 0.052, -0.235, 0.350, -0.696, -0.311, -0.379, 0.835, -0.695, -0.535, -0.458, 0.395, 0.118, 0.123, 0.580, 0.260, 0.412, 0.060, 0.469, 0.521, 0.382, 0.303, -0.639, 0.178, 0.842, -0.473, -1.010, 0.301, 0.749, -0.536, -0.592, -0.629, 0.545, 0.535, 0.333, 0.158, -1.070, 0.334, 1.068, -0.628, -0.831, 0.311, 1.021, -0.539, -0.479, -0.583, 0.442, 0.469, 0.261, 0.348, -0.861, 0.289, 0.854, -0.620, -0.930, 0.418, 0.906, -0.646, -0.570, -0.534, 0.564, 0.417, 0.346, 0.348, -0.945, 0.246, 0.834, -0.609, -0.930, 0.490, 1.046, -0.526, -0.419, -0.566, 0.433, 0.490, 0.254, 0.351, -0.994, 0.357, 0.779, -0.611, -0.758, 0.035, 1.026, -0.623, -0.351, -0.563, 0.424, 0.476, 0.438, 0.351

This record from the OMol25 dataset describes a structure of composition C38H31N8PdSb. The level of theory is the ωB97M-V functional and the def2-TZVPD basis.

Orbital gap (spin up / spin down) in Eh: 0.1800 / 0.1773

XYZ file:
```
79
C38H31N8PdSb | the OMol25 dataset | the ωB97M-V functional and the def2-TZVPD basis
Pd -0.036 0.279 1.835
C -4.578 -2.931 -1.460
C -3.754 -4.036 -1.249
C -2.518 -3.905 -0.638
C -2.110 -2.634 -0.260
C -0.918 -2.136 0.386
N -1.045 -0.782 0.537
C -2.203 -0.352 -0.029
N -2.490 0.916 -0.297
C -1.843 1.935 0.233
C -1.883 3.311 -0.235
C -2.348 3.903 -1.396
C -2.099 5.254 -1.584
C -1.423 6.009 -0.629
C -0.944 5.427 0.533
C -1.172 4.074 0.720
C -0.697 3.147 1.721
N -0.061 3.472 2.824
C 0.573 2.600 3.580
N 0.946 1.345 3.183
C 1.762 0.785 4.119
N 2.470 -0.311 3.907
C 2.255 -1.139 2.903
N 1.077 -1.304 2.240
C 1.184 -2.343 1.350
N 0.191 -2.813 0.626
C 2.543 -2.849 1.395
C 3.240 -3.776 0.634
C 4.606 -3.893 0.836
C 5.272 -3.116 1.781
C 4.585 -2.205 2.567
C 3.221 -2.078 2.368
C 1.869 1.698 5.242
C 2.498 1.625 6.476
C 2.333 2.686 7.353
C 1.595 3.816 7.006
C 0.995 3.921 5.764
C 1.122 2.850 4.892
N -1.081 1.882 1.360
C -2.939 -1.509 -0.493
C -4.186 -1.657 -1.082
H -5.532 -3.072 -1.946
H -4.092 -5.011 -1.567
H -1.874 -4.754 -0.466
H -2.857 3.321 -2.149
H -2.430 5.737 -2.493
H -1.241 7.056 -0.821
H -0.395 5.993 1.270
H 2.731 -4.369 -0.110
H 5.174 -4.585 0.231
H 6.342 -3.217 1.888
H 5.085 -1.585 3.294
H 3.093 0.767 6.744
H 2.785 2.639 8.332
H 1.493 4.622 7.717
H 0.438 4.797 5.470
H -4.822 -0.800 -1.238
C -1.119 1.402 -5.375
C -0.078 0.455 -4.816
Sb -0.745 -0.365 -2.881
C -1.764 -2.180 -3.634
C -2.040 -2.234 -5.122
C 1.136 -1.428 -2.448
C 1.724 -2.121 -3.663
H -0.793 1.824 -6.325
H -1.303 2.219 -4.679
H -2.059 0.881 -5.546
H 0.854 0.989 -4.634
H 0.121 -0.354 -5.513
H -2.704 -2.244 -3.095
H -1.148 -3.026 -3.331
H -2.624 -1.373 -5.441
H -2.615 -3.129 -5.363
H -1.121 -2.258 -5.701
H 0.902 -2.154 -1.670
H 1.840 -0.706 -2.030
H 0.986 -2.776 -4.124
H 2.582 -2.734 -3.382
H 2.056 -1.391 -4.400
```

Just the Mulliken charges please, in e? Sure, here they are: 1.152, -0.723, -0.638, 0.119, 1.633, -1.567, 0.180, -1.907, -0.344, -0.023, 0.292, -0.249, -0.606, -0.576, -0.336, 0.304, -0.047, -0.678, -0.245, -0.198, -0.148, -0.678, 0.097, -0.416, 0.149, -0.525, 0.456, -0.397, -0.581, -0.572, -0.333, 0.244, 0.301, -0.290, -0.566, -0.591, -0.261, 0.564, -0.357, 1.045, -0.134, 0.406, 0.412, 0.531, 0.585, 0.402, 0.396, 0.527, 0.528, 0.389, 0.398, 0.527, 0.530, 0.397, 0.400, 0.528, 0.520, -1.072, -0.877, 0.520, -0.088, -1.428, -0.340, -1.134, 0.361, 0.231, 0.244, 0.492, 0.396, -0.039, 0.404, 0.230, 0.435, 0.323, -0.107, 0.532, 0.237, 0.409, 0.246

This record from the OMol25 dataset describes a structure of composition C38H32AuClNO4P2Te2. The level of theory is the ωB97M-V functional and the def2-TZVPD basis.

Charge: +1
Orbital gap in Eh: 0.2881
Energy relative to the best compared isomer or geometry (same formula, charge and spin) in eV: 0.665

XYZ file:
```
81
C38H32AuClNO4P2Te2 | the OMol25 dataset | the ωB97M-V functional and the def2-TZVPD basis
Au 0.742 2.024 0.735
Te 1.344 -2.718 -0.186
C 1.474 -3.776 -2.012
C 2.596 -3.669 -2.821
C 2.638 -4.422 -3.989
N 1.667 -5.241 -4.373
C 0.604 -5.345 -3.585
C 0.457 -4.642 -2.395
C 0.385 -0.965 -0.828
P -1.128 -1.189 -0.142
C -2.108 -2.396 -1.020
C -2.798 -3.441 -0.399
C -3.485 -4.361 -1.168
C -3.507 -4.241 -2.551
C -2.823 -3.210 -3.176
C -2.126 -2.288 -2.414
C -1.480 -1.418 1.605
C -0.442 -1.339 2.530
C -0.707 -1.502 3.880
C -2.010 -1.690 4.314
C -3.054 -1.716 3.402
C -2.793 -1.582 2.048
P 1.152 0.629 -1.022
C 0.481 1.557 -2.466
C 1.266 2.650 -2.846
C 0.879 3.476 -3.887
C -0.302 3.225 -4.569
C -1.081 2.138 -4.211
C -0.692 1.311 -3.167
C 2.811 0.283 -1.641
C 2.974 -0.288 -2.901
C 4.245 -0.510 -3.398
C 5.359 -0.176 -2.635
C 5.201 0.382 -1.377
C 3.925 0.616 -0.881
H 3.423 -3.021 -2.563
H 3.500 -4.362 -4.644
H -0.172 -6.026 -3.916
H -0.435 -4.771 -1.795
H -2.768 -3.558 0.673
H -4.004 -5.180 -0.688
H -4.057 -4.959 -3.144
H -2.830 -3.124 -4.254
H -1.575 -1.498 -2.898
H 0.573 -1.142 2.203
H 0.104 -1.484 4.595
H -2.214 -1.806 5.370
H -4.074 -1.832 3.743
H -3.614 -1.596 1.344
H 2.195 2.856 -2.326
H 1.503 4.315 -4.166
H -0.612 3.876 -5.376
H -2.002 1.932 -4.741
H -1.323 0.479 -2.922
H 2.106 -0.546 -3.496
H 4.372 -0.944 -4.381
H 6.352 -0.349 -3.027
H 6.067 0.645 -0.785
H 3.795 1.065 0.096
O -1.719 0.434 -0.487
Cl -3.041 1.199 -0.113
O -3.083 1.281 1.298
O -4.078 0.415 -0.660
O -2.883 2.452 -0.722
C -0.973 2.476 3.952
Te -0.960 3.496 2.075
C 0.283 4.943 3.048
C 0.266 4.591 4.514
C 0.845 5.448 5.447
C 0.861 5.115 6.789
C 0.289 3.922 7.215
C -0.301 3.076 6.295
C -0.318 3.404 4.942
H -0.441 1.534 3.846
H -2.009 2.258 4.204
H -0.133 5.933 2.866
H 1.285 4.910 2.626
H 1.284 6.381 5.116
H 1.313 5.787 7.506
H 0.302 3.657 8.263
H -0.764 2.154 6.628
```

Just the Mulliken charges please, in e? Sure, here they are: -0.456, 0.373, 0.159, -0.322, -0.550, -0.579, -0.535, -0.191, -0.258, 1.615, 0.843, -0.694, -0.868, -0.581, -0.897, -0.750, 0.944, -0.813, -0.893, -0.639, -0.917, -0.480, 1.438, 0.731, -0.824, -0.634, -0.568, -0.937, 0.076, 0.553, -0.314, -0.801, -0.449, -0.654, -0.347, 0.630, 0.380, 0.390, 0.483, 0.599, 0.433, 0.427, 0.477, 0.329, 0.343, 0.487, 0.451, 0.474, 0.549, 0.390, 0.440, 0.407, 0.471, 0.032, 0.400, 0.457, 0.418, 0.428, 0.295, -0.321, 1.736, -0.495, -0.611, -0.549, -0.548, 0.066, -1.053, 0.550, -0.707, -0.573, -0.600, -0.699, 0.476, 0.209, 0.526, 0.449, 0.456, 0.448, 0.401, 0.410, 0.458

| no. | largest force on an atom (Eh/bohr) |
| --- | --- |
| 1 | 0.0096 |
| 2 | 0.0699 |
| 3 | 0.1092 |
| 4 | 0.0241 |
| 5 | 0.0238 |